C32H48Cl5FN6O3P3ReSeSi as an isolated structure. Source: OMol25; level of theory: ωB97M-V with the def2-TZVPD basis set.

Values from the calculation:
* E: -7996.54792 Eh
* spin multiplicity: 4
* charge: +1

Atoms and positions in Å:
Re 0.908 -0.174 -1.035
C -0.193 2.878 2.758
N -1.249 1.965 2.370
C -2.571 2.433 2.734
P -0.860 0.343 2.238
O 0.222 0.045 1.294
O -2.287 -0.246 1.772
P -2.563 -0.854 0.281
O -1.507 -0.443 -0.667
N -4.101 -0.387 -0.100
C -5.150 -0.756 0.836
C -4.332 0.908 -0.709
N -2.707 -2.474 0.651
C -3.123 -3.319 -0.455
C -1.625 -3.003 1.465
N -0.603 -0.480 3.664
C -1.611 -0.447 4.705
C 0.760 -0.592 4.142
H -0.307 3.810 2.200
H 0.769 2.435 2.510
H -0.221 3.110 3.828
H -2.744 3.389 2.236
H -2.675 2.580 3.816
H -3.319 1.720 2.397
H -4.914 -1.707 1.304
H -6.095 -0.847 0.297
H -5.272 -0.002 1.619
H -3.461 1.196 -1.286
H -4.530 1.675 0.047
H -5.199 0.846 -1.369
H -3.932 -2.817 -0.982
H -3.487 -4.268 -0.056
H -2.319 -3.519 -1.168
H -1.665 -2.557 2.458
H -0.639 -2.790 1.036
H -1.763 -4.078 1.568
H -2.586 -0.297 4.248
H -1.426 0.343 5.438
H -1.613 -1.405 5.229
H 1.428 -0.584 3.283
H 0.878 -1.538 4.672
H 1.038 0.225 4.817
C -1.560 1.490 -3.116
Si -0.500 2.682 -2.061
C -1.666 3.547 -0.813
C 0.123 3.857 -3.443
N 0.753 1.905 -1.046
C 1.607 2.670 -0.309
C 1.664 4.077 -0.448
C 2.539 4.879 0.247
C 3.432 4.337 1.158
C 3.393 2.971 1.372
C 2.509 2.178 0.669
F 2.546 0.851 1.011
H -2.551 1.917 -3.248
H -1.683 0.512 -2.670
H -1.141 1.360 -4.108
H -2.531 3.964 -1.319
H -1.187 4.355 -0.271
H -2.019 2.829 -0.079
H -0.736 4.388 -3.838
H 0.545 3.294 -4.268
H 0.859 4.599 -3.163
H 1.002 4.547 -1.150
H 2.538 5.942 0.061
H 4.144 4.953 1.683
H 4.050 2.493 2.086
Cl -0.880 -2.200 -2.962
C 0.137 -1.174 -3.882
C 0.946 -0.254 -3.205
C 1.684 0.600 -4.041
Cl 2.702 1.816 -3.383
C 1.620 0.539 -5.433
Cl 2.507 1.649 -6.387
C 0.824 -0.418 -6.059
Cl 0.749 -0.505 -7.763
C 0.073 -1.284 -5.267
Cl -0.928 -2.459 -6.010
Se 5.651 0.326 -1.414
C 3.961 0.102 -1.328
N 2.790 -0.078 -1.260
C 0.619 -4.310 -1.107
P 1.516 -2.725 -0.822
C 2.933 -3.127 -1.932
C 2.281 -2.960 0.825
C 3.436 -2.243 1.133
C 4.015 -2.339 2.385
C 3.446 -3.150 3.353
C 2.306 -3.874 3.055
C 1.731 -3.789 1.798
H -0.325 -4.385 -0.578
H 1.275 -5.122 -0.799
H 0.432 -4.405 -2.175
H 3.409 -4.040 -1.580
H 3.665 -2.328 -1.970
H 2.546 -3.278 -2.937
H 3.884 -1.605 0.388
H 4.914 -1.786 2.610
H 3.887 -3.216 4.337
H 1.860 -4.515 3.802
H 0.852 -4.378 1.589

A 6-piece molecular cluster, C32H48ClF4N4O12 overall. Source: OMol25; level of theory: ωB97M-V with the def2-TZVPD basis set.

Values from the calculation:
* E: -3229.58749 Eh
* spin multiplicity: 1
* charge: +1

Atoms and positions in Å:
O 4.094 -2.417 -0.774
C 4.795 -1.520 -1.154
O 5.160 -1.364 -2.451
C 5.394 -0.460 -0.258
C 4.383 0.101 0.746
C 3.440 1.188 0.199
N 3.194 1.072 -1.239
C 3.796 2.007 -2.233
C 4.509 3.224 -1.661
C 5.920 3.008 -1.147
F 6.623 2.188 -2.019
C 2.449 0.103 -1.751
N 2.321 -0.037 -3.104
C 1.546 -1.072 -3.260
Cl 0.977 -1.671 -4.725
N 1.184 -1.625 -2.116
N 1.736 -0.860 -1.109
C 1.462 -1.255 0.269
C 0.000 -1.626 0.536
C -1.023 -0.681 -0.065
F -2.045 -0.455 0.783
F -0.480 0.507 -0.395
F -1.566 -1.193 -1.202
H 4.413 -1.490 -3.052
H 6.198 -0.929 0.318
H 5.862 0.290 -0.892
H 4.952 0.527 1.575
H 3.819 -0.731 1.171
H 3.834 2.175 0.404
H 2.480 1.190 0.707
H 4.447 1.434 -2.894
H 2.976 2.382 -2.846
H 3.907 3.708 -0.887
H 4.549 3.944 -2.482
H 6.451 3.959 -1.083
H 5.951 2.548 -0.156
H 0.599 -2.433 -1.977
H 2.079 -2.126 0.509
H 1.757 -0.465 0.942
H -0.202 -2.633 0.168
H -0.133 -1.667 1.617
O 0.181 -3.553 3.081
C -0.708 -4.310 2.790
O -0.652 -5.627 3.040
C -1.815 -6.299 2.496
C -2.878 -5.208 2.359
C -2.008 -3.982 2.091
H -1.531 -6.729 1.534
H -2.089 -7.100 3.176
H -3.612 -5.423 1.588
H -3.405 -5.084 3.305
H -1.806 -3.855 1.026
H -2.424 -3.060 2.490
O -2.172 0.407 -6.162
C -2.405 0.956 -5.125
O -3.519 1.681 -4.907
C -3.478 2.307 -3.605
C -2.500 1.459 -2.797
C -1.536 0.984 -3.880
H -3.136 3.334 -3.728
H -4.482 2.316 -3.194
H -2.030 2.012 -1.986
H -3.023 0.605 -2.366
H -0.722 1.692 -4.049
H -1.124 -0.006 -3.701
O -4.944 4.367 -2.041
C -5.896 4.965 -2.464
O -7.140 4.454 -2.392
C -8.081 5.316 -3.064
C -7.415 6.688 -3.084
C -5.936 6.312 -3.157
H -8.246 4.919 -4.067
H -9.017 5.286 -2.514
H -7.761 7.314 -3.902
H -7.616 7.210 -2.148
H -5.594 6.171 -4.184
H -5.272 7.012 -2.657
O 1.202 2.857 0.180
C 0.355 3.554 0.680
O 0.635 4.775 1.155
C -0.527 5.350 1.797
C -1.716 4.610 1.191
C -1.110 3.237 0.904
H -0.433 5.182 2.871
H -0.522 6.418 1.604
H -2.585 4.592 1.845
H -2.008 5.085 0.254
H -1.183 2.567 1.764
H -1.532 2.745 0.033
O 2.783 -9.491 6.973
C 2.416 -8.436 6.551
O 2.034 -8.267 5.259
C 1.737 -6.888 4.995
C 1.420 -6.279 6.359
C 2.309 -7.108 7.282
H 2.613 -6.425 4.535
H 0.905 -6.838 4.301
H 1.604 -5.208 6.396
H 0.371 -6.452 6.605
H 3.315 -6.694 7.374
H 1.900 -7.263 8.276